DFT (ωB97M-V/def2-TZVPD) results for a 2-piece molecular cluster, C3H3N2O overall.

Summary:
- Total charge: -1
- Gap between HOMO and LUMO: 7.4 eV
- ΔE to the lowest compared entry with this formula, charge and spin: 2.2029 eV
- LUMO: 4.24 eV
- 2S+1: 1

Structure (XYZ):
```
9
Properties=species:S:1:pos:R:3:forces:R:3
O -2.9284 -1.5904 -0.0365 -0.93 -0.34 0.14
N -1.8117 -0.9976 0.0464 3.95 -1.13 0.16
N 4.2043 -1.1248 -0.0566 0.69 0.11 -0.52
C 3.0648 -1.1368 -0.0054 3.37 0.04 -0.10
C -1.2628 0.2952 -0.1101 -0.66 -1.28 0.71
C -0.5012 -1.0295 0.0789 -1.84 -1.41 0.21
H -1.4317 0.8413 0.7631 -0.21 2.06 0.81
H 2.1215 -1.2014 0.2971 -4.31 -0.16 0.56
H -1.4504 0.5527 -1.0909 -0.05 2.10 -1.98
```
Positions in Å, forces in eV/Å.

These are the Mulliken partial charges, in e, on atoms 1 to 2: -0.8050 0.4310